DFT (the ωB97M-V functional and the def2-TZVPD basis) results for a molecular structure, C23H46AsIrN9O5S.

Structure (XYZ):
```
86
Properties=species:S:1:pos:R:3
Ir 0.5232 0.0047 -0.0059
C -2.7126 -1.0767 0.8625
N -2.8378 -0.8552 -0.5749
C -4.1308 -1.1565 -1.2246
C -3.7736 -1.1714 -2.7117
N -2.3052 -1.2673 -2.6831
C -1.5298 -1.1934 -3.9189
C -1.8526 -1.0769 -1.4539
N -0.5246 -1.1485 -1.1252
C 0.2186 -2.3272 -1.6818
C 1.3025 -2.7279 -0.6975
N 1.8589 -1.4998 -0.1267
C 3.1588 -1.2549 -0.0183
N 3.6264 0.0268 0.0705
C 2.8690 1.1068 0.6469
C 5.0648 0.0013 0.3723
C 5.4552 -1.3974 -0.0894
N 4.1763 -2.1161 -0.0246
C 4.1590 -3.5705 -0.0133
H -3.6876 -0.9020 1.3120
H -2.0017 -0.3793 1.2969
H -2.4169 -2.1057 1.0808
H -4.8804 -0.4099 -0.9710
H -4.4809 -2.1318 -0.8803
H -4.0607 -0.2508 -3.2241
H -4.2081 -2.0122 -3.2474
H -2.1477 -0.7186 -4.6785
H -1.2520 -2.1852 -4.2720
H -0.6393 -0.5866 -3.7669
H 0.6703 -2.0464 -2.6323
H -0.4673 -3.1568 -1.8561
H 2.0506 -3.3007 -1.2384
H 0.8884 -3.3700 0.0822
H 1.9233 1.3536 0.0675
H 3.4048 2.0424 0.4743
H 2.7037 0.9929 1.7170
H 5.2174 0.1303 1.4458
H 5.5829 0.7866 -0.1732
H 6.1831 -1.8703 0.5661
H 5.8413 -1.4061 -1.1104
H 5.0416 -3.9067 0.5272
H 4.1956 -3.9955 -1.0175
H 3.2865 -3.9418 0.5177
C -2.3465 2.6107 -2.2665
As -1.9004 2.7832 -0.4145
C -3.4498 2.4623 0.6574
C -1.2620 4.5468 -0.0775
O -0.6587 1.7230 -0.0051
H -3.1175 3.3369 -2.5236
H -2.7157 1.6048 -2.4577
H -1.4565 2.8028 -2.8637
H -4.1756 3.2565 0.4820
H -3.1614 2.4664 1.7073
H -3.8892 1.5044 0.3903
H -2.0297 5.2670 -0.3600
H -0.3637 4.7192 -0.6672
H -1.0392 4.6530 0.9831
C 6.2566 -0.1935 4.5603
C 5.1449 -0.9863 5.2359
S 3.5780 -0.5918 4.5100
O 3.2299 0.7755 4.8098
O 3.5670 -0.9877 3.1066
C 2.4029 -1.6590 5.3503
C 0.9927 -1.0610 5.3779
N 0.6293 -0.3421 4.1368
C 0.5848 -0.8955 2.9128
N 0.4395 0.0663 1.9955
C 0.3801 1.2765 2.6543
C 0.5058 1.0219 3.9690
N 0.4837 2.0377 5.0067
O 0.3934 1.6820 6.1582
O 0.5263 3.1738 4.5973
C 0.6545 -2.3526 2.6592
H 7.1959 -0.4100 5.0651
H 6.0739 0.8775 4.6291
H 6.3628 -0.4784 3.5143
H 5.0482 -0.7306 6.2923
H 5.2778 -2.0650 5.1350
H 2.7377 -1.7858 6.3804
H 2.4537 -2.6264 4.8525
H 0.9022 -0.3403 6.1801
H 0.2579 -1.8467 5.5470
H 0.2674 2.2165 2.1499
H 0.3049 -2.9120 3.5250
H 1.6804 -2.6455 2.4338
H 0.0155 -2.6016 1.8154
```

- Gap between HOMO and LUMO: 7.340 eV
- E_tot: -122731.915 eV
- Strongest force on any atom: 0.004 Eh/bohr
- Energy relative to the best compared isomer or geometry (same formula, charge and spin): 0.00 kJ/mol
- HOMO energy: -16.6 eV
- Net charge: +3